Molecular formula: C21H35BO2P2Ti
Method: DFT, ωB97M-V/def2-TZVPD

Cartesian coordinates (Å):
P  -1.053  -1.485  -1.897
P  -0.509  2.135  -1.318
C  -1.676  -0.008  -2.956
C  -0.788  1.285  -2.951
H  -2.640  0.250  -2.453
H  -1.868  -0.299  -4.000
H  0.237  1.134  -3.445
H  -1.282  2.073  -3.521
C  -2.235  2.510  -0.858
H  -2.291  2.891  0.177
H  -2.864  1.611  -0.936
H  -2.598  3.278  -1.570
C  0.446  3.679  -1.341
H  -0.169  4.531  -1.679
H  1.327  3.586  -1.993
H  0.812  3.883  -0.320
C  -2.198  -2.781  -2.483
H  -2.168  -3.526  -1.680
H  -1.845  -3.242  -3.410
H  -3.228  -2.434  -2.616
C  0.460  -2.357  -2.778
H  1.375  -1.715  -3.111
H  0.031  -2.897  -3.642
H  0.798  -3.156  -2.084
Ti  0.934  -0.187  -2.285
C  1.043  1.469  -5.454
C  -0.296  1.552  -5.592
C  -1.196  0.562  -6.256
C  -0.566  -0.800  -6.603
C  0.217  -1.428  -5.496
C  1.561  -1.389  -5.312
C  2.451  -0.544  -6.184
C  1.966  0.887  -6.477
C  1.477  -1.279  -0.403
H  1.547  2.018  -4.655
H  -0.806  2.493  -5.317
H  -1.705  0.972  -7.162
H  -2.051  0.397  -5.582
H  -1.418  -1.482  -6.781
H  0.003  -0.776  -7.545
H  -0.478  -2.073  -4.958
H  2.130  -2.032  -4.628
H  2.705  -1.025  -7.148
H  3.412  -0.458  -5.672
H  2.855  1.532  -6.523
H  1.527  0.942  -7.490
H  2.316  -0.747  0.068
H  1.847  -2.259  -0.755
H  0.717  -1.472  0.382
O  -0.799  0.349  0.825
B  0.317  0.760  -0.112
O  1.359  1.351  0.795
C  0.870  1.278  2.051
C  1.382  1.952  3.145
C  0.524  2.180  4.209
C  -0.767  1.660  4.224
C  -1.243  0.843  3.196
C  -0.428  0.718  2.066
H  2.399  2.325  3.119
H  0.885  2.801  5.022
H  -1.402  1.890  5.070
H  -2.223  0.389  3.229

LUMO level (alpha / beta): 0.10 / -0.06 eV
Molecular weight: 440.14 g mol⁻¹
2S+1: 3
HOMO-LUMO gap (alpha / beta): 5.22 / 4.64 eV
Total energy: -2528.3524 a.u.
Energy relative to the best compared isomer or geometry (same formula, charge and spin): 0.00 kcal per mole
Net charge: 0